# 1
Molecular formula: C7H10
Method: DFT, the ωB97M-V functional and the def2-TZVPD basis

Calculated values
DFT total energy = -7418.83944 eV
M = 94.2 g/mol
LUMO energy = 1.0 eV
Energy above the lowest of the compared OMol25 structures with the same formula, charge and spin = 50.6 kcal/mol
Frontier orbital gap = 9.85 eV
SMILES string = C[C@]12C=C[C@H](C1)C2
Spin multiplicity = 1

Last column: Löwdin charge in e.
Positions of all 17 atoms, in Å:
1 C 0.1689 1.0015 -0.8595  -0.095
2 C -1.2820 -1.2867 -0.8376  -0.054
3 C -0.2449 -0.3750 -0.2279  -0.456
4 C -0.6023 0.4833 1.0408  -0.096
5 C 1.7133 0.2012 0.7583  -0.067
6 C 0.6346 1.2865 0.5947  -0.249
7 C 1.1678 -0.8955 0.2306  -0.024
8 H -1.1270 -1.6691 -1.9127  0.099
9 H -1.3873 -2.1919 -0.1948  0.081
10 H -1.5498 0.9773 0.8743  0.100
11 H 1.5722 -1.8963 0.1909  0.098
12 H -0.5880 -0.0556 2.0134  0.122
13 H -0.7358 1.6053 -1.1105  0.116
14 H -2.2608 -0.7448 -0.8185  0.081
15 H 0.8676 0.8637 -1.7231  0.123
16 H 2.6788 0.3717 1.1387  0.083
17 H 0.9748 2.3244 0.8427  0.138

***

# 2
Molecular formula: C7H10
Method: DFT, the ωB97M-V functional and the def2-TZVPD basis

Calculated values
DFT total energy = -7416.04320 eV
M = 94.2 g/mol
LUMO energy (spin up / spin down) = -0.6 / -0.6 eV
Energy above the lowest of the compared OMol25 structures with the same formula, charge and spin = 115.1 kcal/mol
Frontier orbital gap (spin up / spin down) = 7.12 / 7.12 eV
Spin multiplicity = 1

Last column: Löwdin charge in e.
Positions of all 17 atoms, in Å:
1 C -1.3265 0.5533 -0.0610  -0.194
2 C 1.9236 -0.1215 -0.7991  -0.121
3 C 1.0103 -0.5151 0.3983  -0.323
4 C 0.6598 -0.1798 -1.6894  -0.114
5 C -1.9845 0.1419 1.2498  -0.098
6 C 1.1129 -0.8780 1.7404  0.118
7 C -0.0809 -0.1744 -0.3883  -0.173
8 H -0.9808 1.6005 0.0068  0.140
9 H 2.1575 -0.7297 2.0801  -0.007
10 H 0.5745 -1.1469 -2.1985  0.126
11 H -1.2312 0.0321 2.0374  0.048
12 H 2.7814 -0.7452 -1.0495  0.101
13 H 2.2304 0.9238 -0.6819  0.111
14 H -2.7290 0.8845 1.5503  0.072
15 H 0.4508 0.6195 -2.4057  0.115
16 H -2.4806 -0.8256 1.1379  0.080
17 H -2.0160 0.5338 -0.9129  0.119

***

# 3
Molecular formula: C7H10
Method: DFT, the ωB97M-V functional and the def2-TZVPD basis

Calculated values
DFT total energy = -7418.63913 eV
M = 94.2 g/mol
LUMO energy = 1.1 eV
Energy above the lowest of the compared OMol25 structures with the same formula, charge and spin = 55.2 kcal/mol
Frontier orbital gap = 10.48 eV
SMILES string = C#CC1(CC)CC1
Spin multiplicity = 1

Last column: Löwdin charge in e.
Positions of all 17 atoms, in Å:
1 C -1.1487 2.3805 0.3166  0.129
2 C -0.4488 -0.1668 0.0465  -0.465
3 C 0.9705 -0.4530 0.5231  -0.201
4 C 2.0141 0.5322 0.0005  -0.099
5 C -1.4930 -1.2357 0.2682  -0.086
6 C -1.0163 -0.9440 -1.1209  -0.080
7 C -0.8630 1.2166 0.1902  -0.092
8 H -2.4926 -0.9206 0.5504  0.108
9 H -1.3948 3.4130 0.4303  0.025
10 H -1.1551 -2.1526 0.7444  0.106
11 H -1.6907 -0.4233 -1.7926  0.107
12 H 2.9786 0.3709 0.4917  0.071
13 H 2.1637 0.4303 -1.0792  0.078
14 H 1.2364 -1.4754 0.2266  0.114
15 H -0.3635 -1.6663 -1.6040  0.105
16 H 1.7071 1.5623 0.2037  0.063
17 H 0.9730 -0.4369 1.6191  0.118

***

# 4
Molecular formula: C7H10
Method: DFT, the ωB97M-V functional and the def2-TZVPD basis

Calculated values
DFT total energy = -7418.51868 eV
M = 94.2 g/mol
LUMO energy = 1.1 eV
Energy above the lowest of the compared OMol25 structures with the same formula, charge and spin = 58.0 kcal/mol
Frontier orbital gap = 10.45 eV
SMILES string = C[C@]12C[C@@H]3[C@H](C1)[C@@H]32
Spin multiplicity = 1

Last column: Löwdin charge in e.
Positions of all 17 atoms, in Å:
1 C -0.1195 1.0307 -0.9635  -0.080
2 C 1.0133 1.2843 -0.0087  -0.186
3 C -0.2309 -0.3470 -0.2548  -0.409
4 C 0.6354 0.6484 1.3643  -0.175
5 C 1.2550 -0.1459 0.2590  -0.114
6 C -0.7140 -0.0015 1.1783  -0.094
7 C -0.7750 -1.5462 -0.9834  -0.033
8 H 1.1284 0.9244 2.3013  0.134
9 H 2.1498 -0.7491 0.2349  0.132
10 H 1.5887 2.1589 0.2667  0.128
11 H -0.9927 1.6946 -0.9538  0.113
12 H -1.8391 -1.4072 -1.2127  0.084
13 H 0.2511 0.9183 -1.9891  0.117
14 H -1.6237 0.6068 1.2793  0.111
15 H -0.2470 -1.7105 -1.9296  0.079
16 H -0.6787 -2.4552 -0.3791  0.079
17 H -0.8012 -0.9039 1.7909  0.114

***

# 5
Molecular formula: C7H10
Method: DFT, the ωB97M-V functional and the def2-TZVPD basis

Calculated values
DFT total energy = -7416.83456 eV
M = 94.2 g/mol
LUMO energy = 1.0 eV
Energy above the lowest of the compared OMol25 structures with the same formula, charge and spin = 96.9 kcal/mol
Frontier orbital gap = 9.13 eV
SMILES string = C=CC1=C[C@H]2C[C@@H]12.[H][H]
Spin multiplicity = 1

Last column: Löwdin charge in e.
Positions of all 17 atoms, in Å:
1 C 0.8028 0.3035 1.3445  -0.191
2 C 2.0369 0.7877 0.6338  -0.061
3 C 1.7203 -0.6921 0.6792  -0.208
4 C 0.5694 -1.0180 -0.2523  0.003
5 C -0.2368 -0.1106 0.3275  -0.242
6 C -1.5954 0.3921 0.1655  -0.153
7 C -2.5880 -0.3681 -0.3054  0.004
8 H -1.7757 1.4107 0.5203  0.108
9 H 0.6267 0.4000 2.4105  0.136
10 H -0.3463 0.3737 -3.0320  0.038
11 H 2.8523 1.1193 1.2740  0.099
12 H -3.6189 -0.0388 -0.3413  0.052
13 H -2.3762 -1.3843 -0.6363  0.066
14 H 2.3559 -1.3997 1.1963  0.126
15 H -0.8779 0.5426 -2.5417  0.017
16 H 0.5103 -1.6478 -1.1375  0.099
17 H 1.9408 1.3298 -0.3052  0.106

***

# 6
Molecular formula: C7H10
Method: DFT, the ωB97M-V functional and the def2-TZVPD basis

Calculated values
DFT total energy = -7417.70308 eV
M = 94.2 g/mol
LUMO energy = 0.8 eV
Energy above the lowest of the compared OMol25 structures with the same formula, charge and spin = 76.8 kcal/mol
Frontier orbital gap = 9.06 eV
SMILES string = C=C/C=C/CC=C
Spin multiplicity = 1

Last column: Löwdin charge in e.
Positions of all 17 atoms, in Å:
1 C 0.2147 1.6967 -0.4078  -0.214
2 C -1.0904 1.1432 -2.5422  -0.003
3 C -0.0461 -0.4382 0.9616  -0.138
4 C -0.1914 -2.6572 2.1113  0.000
5 C 0.7171 0.5104 0.4012  -0.113
6 C 0.0354 1.4172 -1.8667  -0.202
7 C 0.4711 -1.7302 1.3760  -0.202
8 H 0.9914 1.5463 -2.4174  0.102
9 H -1.1351 -0.2628 1.0991  0.122
10 H -1.8503 0.8404 -1.8222  0.051
11 H -1.2599 -2.8156 1.9882  0.056
12 H 0.4563 -3.2246 2.7652  0.047
13 H -0.7995 1.9028 0.0056  0.115
14 H -1.3850 1.6269 -3.4846  0.067
15 H 0.8745 2.5132 -0.1173  0.109
16 H 1.7896 0.3783 0.4808  0.102
17 H 1.5347 -1.9799 1.2871  0.100